[1]
The following is a DFT calculation (ωB97M-V/def2-TZVPD) of 18 unconnected molecules or ions with the total composition H37O18.

Its HOMO energy is -13.4 eV. Its HOMO-LUMO gap is 10.87 eV. For the energy, the calculation gives -1376.29719 a.u. As for the net charge: +1. As for the molecular weight: 325.28 g/mol. For the energy above the lowest of the compared OMol25 structures with the same formula, charge and spin, the calculation gives 2.478 eV. As for the LUMO energy: -2.518 eV.

Last column: Löwdin charge in e.
Atoms and positions in Å:
O -0.07076 -0.45089 -3.14098  -0.067
H 0.58794 -0.47305 -3.89078  0.069
H 0.60490 -0.54080 -2.46901  -0.013
O 1.75468 -0.00439 2.31222  -0.031
H 1.97020 0.62616 1.51065  0.131
O 1.96098 2.35082 -3.40283  -0.029
H 1.35931 1.87259 -2.75005  0.049
H 2.61955 2.72703 -2.90084  -0.002
O 3.59725 1.67376 -1.52233  -0.107
H 3.65890 1.03787 -2.25834  -0.035
H 4.51183 1.80838 -1.12950  0.095
O -2.71649 2.16198 -1.23864  -0.010
H -2.86657 1.82250 -0.38863  -0.002
H -2.90136 1.43659 -1.81917  0.032
O -2.33919 -1.03835 -1.46022  -0.044
H -3.20992 -1.31697 -1.92500  0.136
H -1.67738 -1.26275 -2.08699  0.004
O 1.60126 -0.46721 -1.03406  0.000
H 1.40424 -1.15177 -0.44891  0.017
H 2.48647 -0.57141 -1.43423  0.063
O -1.37760 -1.42692 0.93827  -0.033
H -1.63017 -1.52744 0.06133  -0.019
H -1.35876 -0.40405 1.10309  0.065
O -0.01997 0.75331 4.20788  -0.029
H -0.21886 1.37363 4.93405  0.094
H -0.65185 0.10505 4.50273  0.034
O -0.11780 1.72586 -1.66202  -0.098
H -0.94897 2.27165 -1.76324  0.076
H -0.27407 0.97820 -2.25096  -0.009
O 4.20877 -0.38137 -2.93691  -0.113
H 3.68522 -0.35868 -3.85432  0.084
H 5.08473 0.00324 -3.15871  0.082
O 2.27252 0.14368 -4.73623  -0.128
H 2.46973 0.42128 -5.68401  0.117
H 2.13620 0.95328 -4.11185  0.021
O -1.76164 1.11573 1.44632  -0.053
H -0.93398 1.58036 1.33894  0.003
H -2.10539 1.22130 2.37099  0.071
O -4.07440 -2.44413 2.11778  -0.087
H -5.00971 -2.36963 1.75359  0.089
H -4.04138 -3.27912 2.64788  0.063
O -1.13128 -2.96620 4.10706  -0.058
H -1.50336 -3.40534 3.32899  0.033
H -1.93228 -3.01477 4.67990  0.073
O 0.78584 -2.29379 1.81314  0.088
H -0.13875 -1.94845 1.48037  0.040
H 0.86581 -2.84314 2.59754  0.113
O 0.68983 2.26228 0.94997  -0.121
H 0.95313 3.27383 0.89334  0.145
H 0.58437 2.19353 -0.05505  0.043
O -2.84785 -0.19957 3.48361  -0.098
H -3.79664 -0.16345 3.17474  0.084
H -2.45985 -0.87788 2.87096  0.014
H 1.17062 -1.22032 2.01866  0.104
H 1.09199 0.50793 2.86980  0.051

=====

[2]
The following is a DFT calculation (ωB97M-V/def2-TZVPD) of 19 unconnected molecules or ions with the total composition H38O19.

Its HOMO energy is -10.7 eV. Its HOMO-LUMO gap is 10.63 eV. For the energy, the calculation gives -1452.18333 a.u. As for the molecular weight: 342.29 g/mol. For the energy above the lowest of the compared OMol25 structures with the same formula, charge and spin, the calculation gives 6.978 eV. As for the LUMO energy: -0.120 eV.

Last column: Löwdin charge in e.
Atoms and positions in Å:
O 1.86197 3.70470 1.87563  0.011
H 1.46390 3.16439 2.51567  0.023
H 2.03549 4.57291 2.07983  0.032
O 2.95277 -0.03192 -0.85749  -0.039
H 3.78653 -0.06206 -0.38245  0.058
H 2.61951 -0.83252 -1.14308  -0.042
O -3.60150 -0.58324 0.16912  -0.065
H -2.69025 -0.26232 -0.04630  0.033
H -3.22045 -1.15298 0.88839  0.045
O 0.19147 -3.35134 -2.44911  -0.111
H -0.32199 -3.80985 -3.15902  0.086
H -0.61721 -3.10112 -1.84163  0.079
O 0.65864 3.92842 -0.63216  -0.003
H -0.17583 3.49879 -0.79471  -0.053
H 0.92916 3.74079 0.17976  -0.089
O 2.52430 -2.01457 -2.59781  -0.053
H 1.56856 -2.30476 -2.67520  0.028
H 2.96596 -2.37674 -3.33277  0.027
O -4.49063 2.25187 0.45072  -0.006
H -3.70142 1.88917 0.09471  -0.026
H -4.96935 1.58582 0.80500  -0.035
O 3.64751 1.44468 1.04730  -0.072
H 3.73239 2.29435 1.46183  0.017
H 2.86347 1.46811 0.46838  0.004
O 0.96141 1.60218 1.01528  -0.096
H 0.46400 2.11436 0.38885  0.005
H 1.28285 0.99980 0.29776  0.050
O -1.21957 -1.27645 -2.31783  -0.046
H -1.15887 -0.39748 -2.64458  -0.008
H -0.70492 -1.08056 -1.55356  -0.040
O -0.48398 0.23478 -5.03926  -0.156
H -0.39158 0.22987 -4.00920  0.011
H -1.39752 0.80627 -4.94251  0.119
O 0.86177 1.22159 -2.21417  -0.022
H 1.54479 0.66532 -2.42462  -0.026
H 1.22225 2.15059 -2.25200  0.087
O -1.06074 2.23047 2.58954  -0.068
H -0.20444 1.81289 2.43682  -0.015
H -0.87739 2.48281 3.53645  0.071
O -1.54419 -3.02664 0.46680  0.002
H -2.49470 -3.12707 0.28232  0.082
H -1.14149 -3.81375 0.37120  -0.010
O 1.54378 -3.24378 0.99428  -0.079
H 1.61047 -3.20933 0.01805  0.036
H 2.42204 -3.05502 1.41339  0.076
O 0.55230 -2.23480 3.43341  -0.010
H 0.91684 -1.72370 4.13780  0.042
H 0.23934 -3.06241 3.65200  -0.008
O -0.16706 -0.69285 0.04100  -0.047
H -0.43612 -0.06254 0.71770  0.054
H 0.06377 -1.51358 0.49066  0.025
O -2.06373 -3.09606 3.85475  -0.071
H -1.89186 -2.81964 2.78530  0.130
H -1.71062 -2.31036 4.00092  -0.095
O -1.53337 2.84304 -0.43371  0.008
H -1.68428 3.08247 -1.33524  0.077
H -1.53218 3.60901 0.11778  0.071

=====

[3]
The following is a DFT calculation (ωB97M-V/def2-TZVPD) of 20 unconnected molecules or ions with the total composition H39O20.

Its HOMO energy is -7.2 eV. Its HOMO-LUMO gap is 9.31 eV. For the energy, the calculation gives -1528.16607 a.u. As for the net charge: -1. As for the molecular weight: 359.29 g/mol. For the energy above the lowest of the compared OMol25 structures with the same formula, charge and spin, the calculation gives 5.286 eV. As for the LUMO energy: 2.081 eV.

Last column: Löwdin charge in e.
Atoms and positions in Å:
O 2.12259 0.12904 -0.06878  -0.166
H 1.17597 -2.94718 3.29561  0.025
O -0.82436 1.63413 2.16284  -0.075
H -0.55727 1.51852 3.08508  -0.006
H -0.26807 0.98813 1.65540  0.022
O -2.95156 2.75682 -1.17148  -0.054
H 1.91997 -2.45331 -2.58674  0.044
H -2.21707 2.71393 -0.54724  0.025
O 0.02782 1.60725 5.01454  -0.033
H 0.90705 1.96624 5.15947  0.060
H -3.39067 -0.95677 -0.98253  0.009
O -3.40040 -1.51728 -1.78345  -0.082
H 2.48340 -0.57528 -0.66662  0.013
H -3.42957 1.95745 -0.97421  0.004
O -1.64847 5.76775 -0.69947  -0.059
H 1.08298 0.09596 0.13009  -0.026
H -0.60706 1.80226 5.70297  0.053
O 3.79675 -3.32031 -0.71425  -0.082
H 2.80675 -3.22838 -0.78664  0.030
H 3.88166 -2.85256 -1.55457  -0.010
O 3.86882 1.81645 -1.90594  -0.108
H -1.18639 5.40542 -1.46134  0.033
H 4.95268 -1.05102 -2.83602  0.097
O -1.78798 -2.42306 -4.00111  -0.097
H -2.19238 -1.51654 -3.90371  0.019
H -2.55096 -2.79399 -4.51552  0.056
O -1.85398 0.12947 -2.72668  -0.064
H -1.55074 0.97131 -2.37598  0.037
H -2.77490 0.04296 -2.50070  0.010
O -0.31419 -0.20861 0.06994  -0.318
H -2.50452 3.39088 2.65818  -0.011
H -0.49452 -0.00877 -0.85765  -0.040
O 1.34583 -3.17799 2.36457  -0.093
H 0.71745 -0.21005 3.39593  -0.001
H -2.13232 5.02611 -0.32438  0.005
O -3.42967 3.56735 2.74093  -0.057
H -3.76017 3.16994 1.90978  0.038
H 4.25008 1.65794 -0.96807  0.068
O 1.39707 -2.11186 -1.87003  -0.026
H 3.04068 1.29232 -1.68887  0.041
H 1.44535 -1.17155 -1.82265  0.001
O -2.69631 -1.72190 1.06274  -0.126
H -1.77190 -1.77237 0.70540  0.013
H -3.03784 -0.78224 1.05900  0.008
O -2.85214 0.42804 0.06562  -0.181
H -2.43690 0.86958 0.84099  0.054
H -2.53044 -1.94243 -1.77799  0.041
O 1.09653 -1.04188 3.66926  -0.093
H -1.90196 0.29926 -0.40181  0.070
H 1.93255 -1.48226 3.29881  0.082
O 4.03435 -0.69584 -3.15999  -0.115
H 4.13564 0.22490 -2.82144  -0.011
H 1.08670 -2.52756 1.66558  0.051
O -0.62309 -4.41258 -0.31499  -0.063
H -0.87161 -3.64321 0.27230  0.041
H -0.14728 -3.93086 -0.98307  -0.008
O 3.84263 2.06203 1.49123  -0.060
H 4.38494 1.48959 0.96561  -0.003
H 2.96045 1.69663 1.31207  0.016

=====

[4]
The following is a DFT calculation (ωB97M-V/def2-TZVPD) of a molecular structure, H39O20.

Its HOMO energy (spin up / spin down) is -10.8 / -10.8 eV. Its HOMO-LUMO gap (spin up / spin down) is 9.70 / 3.89 eV. Its spin multiplicity is 2. For the energy, the calculation gives -1527.92280 a.u. As for the molecular weight: 359.29 g/mol. For the energy above the lowest of the compared OMol25 structures with the same formula, charge and spin, the calculation gives 2.045 eV. As for the LUMO energy (spin up / spin down): -1.085 / -6.897 eV. Its expectation value of S² is 0.759.

Last column: Mulliken spin population.
Atoms and positions in Å:
O -2.52810 4.13271 0.71708  0.000
H -2.43660 -2.53054 2.23528  0.000
O 4.39143 1.27594 -0.57782  0.000
H 4.48375 1.61402 0.25562  0.000
H 4.52397 1.74517 -1.40642  0.000
O -3.11812 -2.79690 -0.88867  0.000
H 3.13417 -1.61181 2.78172  0.000
H -2.63424 -2.70010 -1.76798  0.000
O -0.82250 -0.99683 0.78674  0.034
H -0.57285 -1.90033 0.96707  -0.001
H -2.57508 2.17620 2.00385  0.000
O -2.86334 1.30993 2.49431  0.000
H 3.53886 -2.55947 -1.58259  -0.015
H -2.53369 -2.26114 -0.32100  0.000
O 1.08414 3.62568 -1.20873  0.000
H -3.00300 3.47111 0.27986  0.000
H -3.01579 4.84043 1.14562  0.000
O 1.34861 3.95949 1.42911  0.000
H 1.31027 0.61551 -0.83851  -0.022
H 1.28275 3.04521 1.62017  0.000
O 0.77885 0.40198 2.59084  0.002
H 1.10383 4.27560 0.53756  0.000
H 0.33404 -4.59393 0.42546  0.000
O -1.99717 4.70961 -2.06967  0.000
H -1.22176 4.25143 -2.44180  0.000
H -1.88130 4.58553 -1.10549  0.000
O -3.16690 -3.05769 1.88965  0.001
H -2.95860 -4.04144 1.96944  0.000
H 1.49684 -0.92013 -0.85754  0.026
O 4.01485 -3.35325 -1.49811  0.051
H -0.32167 -0.44659 0.09118  -0.032
H 4.75964 -3.19776 -0.92499  -0.002
O 0.10424 1.83545 -2.78431  0.005
H -2.32801 0.65423 2.06065  0.000
H 1.08343 3.27495 -2.12865  0.000
O 2.24446 -1.55582 -1.45897  0.479
H 2.17767 -1.21478 -2.32306  -0.021
H 0.09258 0.28226 3.22423  0.000
O 3.13264 -2.58925 2.77232  0.000
H 0.57949 -0.25499 1.85555  0.002
H 2.99851 -2.77483 1.82116  0.000
O 1.71554 -3.35958 0.26423  0.003
H 1.92714 -2.66882 -0.42357  -0.004
H 2.56812 -3.89423 0.29818  0.001
O -4.05267 -0.32938 -2.47956  0.000
H -3.36689 -0.81491 -1.98065  0.000
H -0.77848 2.11668 -3.02332  0.000
O -0.00718 -5.12704 1.17608  0.000
H -4.39306 -1.02251 -3.07701  0.000
H -0.25978 -5.91431 0.59678  0.000
O -1.17977 -1.18609 -2.55515  -0.002
H 0.16977 3.44187 -1.08504  0.000
H -0.39246 -1.53536 -2.19083  -0.004
O -0.32823 2.93054 3.87613  0.000
H -1.29042 3.01571 3.75955  0.000
H -0.03783 2.91113 2.89089  0.000
O 0.65670 -0.08922 -0.91879  0.504
H 0.16125 0.99326 -2.30470  -0.006
H -1.13202 -0.19259 -2.59336  0.002

=====

[5]
The following is a DFT calculation (ωB97M-V/def2-TZVPD) of a single H3IN2O2S molecule.

Its HOMO energy is -9.9 eV. Its HOMO-LUMO gap is 9.25 eV. For the energy, the calculation gives -957.58384 a.u. As for the molecular weight: 222.01 g/mol. For the energy above the lowest of the compared OMol25 structures with the same formula, charge and spin, the calculation gives 1.104 eV. As for the LUMO energy: -0.673 eV.

Last column: Löwdin charge in e.
Atoms and positions in Å:
N -1.01088 1.21810 0.31056  -0.081
N -0.34306 -1.13547 -0.74715  -0.708
O 1.53307 0.41333 -0.15787  -0.375
O 0.51352 -0.83783 1.72301  -0.295
S 0.41233 -0.24145 0.43852  0.461
I 0.92760 -2.50752 -1.43664  0.903
H -1.16875 1.46572 1.32960  0.039
H -0.34688 1.97775 -0.09917  0.055
H -0.51696 -0.35262 -1.36087  0.001

=====

[6]
The following is a DFT calculation (ωB97M-V/def2-TZVPD) of 2 unconnected molecules or ions with the total composition H3INP.

Its HOMO energy (spin up / spin down) is -6.9 / -10.2 eV. Its HOMO-LUMO gap (spin up / spin down) is 7.29 / 7.44 eV. Its spin multiplicity is 3. For the energy, the calculation gives -695.44116 a.u. As for the molecular weight: 174.91 g/mol. For the energy above the lowest of the compared OMol25 structures with the same formula, charge and spin, the calculation gives 1.160 eV. As for the LUMO energy (spin up / spin down): 0.375 / -2.811 eV. Its expectation value of S² is 2.013.

Last column: Mulliken spin population.
Atoms and positions in Å:
N 1.69879 -0.55595 -0.02751  0.713
P 2.39091 0.52900 0.77769  0.991
I -4.42692 0.16559 -0.04338  0.000
H 0.82338 -0.45255 -0.52002  0.033
H -5.71984 0.24332 0.89679  0.000
H 1.41546 1.59579 0.89907  0.263

=====

The lowest molecular weight belongs to which entry? H3INP

=====

Repeat the fifth record exactly.
The following is a DFT calculation (ωB97M-V/def2-TZVPD) of a single H3IN2O2S molecule.

Its HOMO energy is -9.9 eV. Its HOMO-LUMO gap is 9.25 eV. For the energy, the calculation gives -957.58384 a.u. As for the molecular weight: 222.01 g/mol. For the energy above the lowest of the compared OMol25 structures with the same formula, charge and spin, the calculation gives 1.104 eV. As for the LUMO energy: -0.673 eV.

Last column: Löwdin charge in e.
Atoms and positions in Å:
N -1.01088 1.21810 0.31056  -0.081
N -0.34306 -1.13547 -0.74715  -0.708
O 1.53307 0.41333 -0.15787  -0.375
O 0.51352 -0.83783 1.72301  -0.295
S 0.41233 -0.24145 0.43852  0.461
I 0.92760 -2.50752 -1.43664  0.903
H -1.16875 1.46572 1.32960  0.039
H -0.34688 1.97775 -0.09917  0.055
H -0.51696 -0.35262 -1.36087  0.001

=====

Among the records above, which one has the lowest energy? number 3

=====

Which value of energy does entry 6 give? -695.44116 a.u.